Molecular formula: C40H112O16
Method: DFT, ωB97M-V/def2-TZVPD

XYZ file:
```
168
Properties=species:S:1:pos:R:3
O -2.2564 -2.1371 4.3733
O 1.7335 2.4680 5.8067
O -1.0035 2.8886 -4.7489
O 3.8942 -1.4641 -2.5825
O -3.4517 2.0764 -4.3638
O -0.8301 -2.8043 1.8374
O 1.0223 4.1727 3.4990
O -1.3656 6.2721 0.2838
O 3.3512 -0.1458 2.4014
O 2.8097 -3.2005 -4.8667
O -3.2233 -3.4332 -5.7693
O -1.6903 3.8591 3.3217
O 4.3066 -2.3231 4.1101
O -6.2294 -2.3716 -0.4222
O 5.9250 0.3047 -3.2717
O 0.9369 -0.7438 0.9610
C -2.7657 -2.2574 -5.1873
C 1.0343 0.5368 4.8027
C 0.1736 1.5368 0.8596
C 0.7097 0.2990 0.0913
C -2.7377 3.4461 2.5038
C -0.6006 -4.1501 1.3811
C 1.7425 -2.4126 -5.3492
C -1.5609 -5.0767 2.1597
C -5.2364 -3.1414 0.2541
C 3.6573 -1.7993 -1.2245
C 3.9994 2.1483 1.8045
C 0.8267 -1.9805 -4.1620
C 3.6785 -3.5908 2.2812
C -3.8294 -1.1977 -5.3779
C -3.4071 -1.2656 4.4963
C 1.1271 2.0221 -4.3499
C 6.2430 2.5594 -4.0117
C 0.1584 3.1036 -3.9900
C -3.3218 2.8596 -2.2050
C -2.9060 0.1276 4.1636
C -3.8328 -1.5425 5.9151
C 4.7244 1.8913 -2.0469
C -3.8548 -2.4572 0.0742
C 0.6302 1.6235 5.7826
C -5.4172 1.6459 -3.1515
C -5.6991 -3.2914 1.7055
C 4.6636 1.0193 4.0221
C 5.2702 1.5115 -3.4393
C -0.9992 5.5687 -0.8459
C 0.4100 1.0152 7.1766
C -0.7865 -4.2444 -0.0956
C 1.4055 5.0130 2.4282
C 2.0586 -3.3136 4.1465
C 3.5266 -3.5168 3.7794
C -0.3137 -0.2191 -0.9507
C -3.8523 1.7123 -3.1116
C 0.6449 4.4944 -4.3085
C -2.5772 -2.5391 -3.7109
C 4.3656 0.8304 2.5305
C 0.9927 -3.2332 -6.4294
H -3.8839 2.9327 -1.2740
H 0.2189 1.8114 7.8961
H -0.7400 6.9981 0.3410
H -0.0378 2.3648 0.1829
H -0.6992 0.6023 -1.5546
H 3.1761 -2.7729 1.7648
H -5.7903 1.3737 -2.1642
H -1.7676 4.8373 -1.0963
H -0.2597 2.1378 5.4198
H 2.3312 5.5770 2.5419
H 4.0259 2.7277 -2.0704
H -4.0850 -2.5710 6.1732
H 0.6518 4.7345 -5.3717
H 5.7273 3.4904 -4.2468
H 0.2859 -0.2533 4.7409
H 3.6407 -2.1687 -3.1833
H -1.1843 -0.6955 -0.4998
H -3.4173 -2.8976 -3.1162
H -6.6680 -3.7560 1.8884
H 2.2211 -1.5580 -5.8274
H 1.8764 -2.9940 5.1726
H -3.8535 -0.9586 -6.4411
H 2.5887 -1.8047 -1.0096
H 1.0939 0.9136 3.7816
H -4.6502 -0.9097 6.2607
H -2.7897 0.5079 3.1488
H -0.4556 0.3555 7.1168
H -4.2355 -1.4876 3.8235
H 1.5748 -2.5708 3.5123
H -3.1258 -2.7557 0.8276
H -5.1920 -4.1090 -0.2458
H -2.5682 2.4512 -4.3393
H 0.8026 1.8874 1.6777
H -3.2815 4.2464 2.0019
H -5.9065 2.5933 -3.3774
H 1.4507 4.4366 1.5041
H 0.4762 -2.8770 -3.6506
H 6.6350 2.1899 -4.9593
H -0.0244 5.2216 -3.8486
H -4.0803 -3.6748 -5.4103
H 3.6037 2.0122 0.7980
H 1.5910 4.7473 -3.8300
H 3.2824 -4.5207 1.8732
H 4.4180 1.4796 -4.1182
H 4.1456 -1.0926 -0.5535
H 0.6811 5.8075 2.2487
H -6.2367 -1.5075 -0.0040
H 0.6955 1.0611 -4.0701
H -0.2776 -3.4679 -0.6667
H -1.8114 -4.4479 -0.4060
H -0.7502 2.7219 -5.6598
H 1.6199 0.5713 -0.4431
H -3.4106 -2.7082 -0.8890
H 4.8922 0.0840 4.5329
H 0.2018 -0.8348 -1.6878
H -4.8190 -1.4913 -5.0275
H -3.4424 0.7484 -2.8098
H -0.6671 1.2214 1.4776
H -1.8011 -1.9679 -5.6043
H 0.0791 4.0683 3.3537
H 1.4592 -0.3851 1.6821
H -2.2595 2.8666 1.7142
H 0.4478 -4.0548 -5.9644
H -1.9005 -2.2173 3.4853
H -4.9825 -3.9782 2.1560
H 1.7516 -3.6246 -7.1069
H -2.0056 4.5507 3.9081
H -5.7459 0.8696 -3.8425
H 1.4011 -1.3977 -3.4419
H -0.1782 3.0030 -2.9582
H 1.5884 3.0950 5.0943
H -1.7614 -3.2470 -3.5647
H -2.3068 2.6283 -1.8819
H 7.1092 2.7527 -3.3788
H 4.0148 -2.7949 -0.9620
H -3.5979 0.8688 4.5637
H -0.0004 -1.3279 -4.4417
H -3.4916 2.7817 2.9259
H -1.9406 0.3579 4.6144
H -0.8022 6.2422 -1.6800
H 5.2629 -0.2983 -2.9258
H 4.8300 2.8485 1.7149
H -0.0570 5.0325 -0.7319
H 3.8814 -4.4386 4.2403
H 0.3359 -2.6066 -7.0327
H -5.7471 -2.4012 2.3327
H 5.5217 2.1716 -1.3585
H -2.9854 -1.3314 6.5674
H 2.0909 2.2188 -3.8802
H 4.7055 -3.5463 1.9190
H 5.4971 1.7104 4.1478
H -0.2597 -5.1518 -0.3910
H -1.5470 -4.8529 3.2264
H 1.3510 1.9935 -5.4163
H 5.2873 0.4170 2.1210
H 1.9860 0.0463 5.0069
H 4.1426 1.0545 -1.6605
H -3.2541 3.8642 -2.6225
H -3.9150 -1.3703 0.1312
H 1.2682 0.4169 7.4823
H -0.2812 -2.1535 1.3938
H 3.8320 1.4592 4.5725
H 0.4214 -4.3880 1.6759
H 1.5172 -4.2587 4.1035
H -1.3331 -6.1405 2.0924
H 3.5875 -0.8079 3.0552
H -3.6264 -0.2692 -4.8443
H 4.4549 -2.2425 5.0551
H -2.1663 -1.6356 -3.2604
H 3.2111 2.6086 2.4001
H 3.4428 -3.3233 -5.5779
H -2.6030 -4.8284 1.9582
```

Summary:
multiplicity = 2
charge = -1
total energy = -76053.1692 eV
E_LUMO (alpha / beta) = 2.0 / 1.9 eV